a) This record from OMol25 describes a 2-piece molecular cluster, C2HCl2F3S overall. The level of theory is the ωB97M-V functional and the def2-TZVPD basis.

The HOMO energy (alpha / beta) is -10.16 / -8.20 eV. Its multiplicity is 1.

```
9
C2HCl2F3S, DFT the ωB97M-V functional and the def2-TZVPD basis
C 0.525 -1.676 -2.104
C 1.607 -0.532 0.916
F -0.353 -2.611 -2.467
F -0.153 -0.516 -2.356
F 1.550 -1.658 -2.909
S -0.131 -0.455 0.736
Cl 2.285 -2.001 1.536
Cl 2.688 0.531 0.100
H -0.113 -0.208 -0.560
```

b) This record from OMol25 describes a 2-piece molecular cluster, C2HCl2F3S overall. The level of theory is the ωB97M-V functional and the def2-TZVPD basis.

The HOMO energy is -9.20 eV. Its multiplicity is 1.

```
9
C2HCl2F3S, DFT the ωB97M-V functional and the def2-TZVPD basis
C 3.089 0.595 -0.065
C 1.152 -0.654 -0.102
F 4.092 -0.123 0.395
F 3.295 0.959 -1.328
F 2.873 1.665 0.687
S -0.144 0.056 -1.050
Cl 1.861 -2.105 -0.752
Cl 0.857 -0.762 1.612
H -0.985 0.160 -0.014
```

The structure with the most favorable energy is b); the runner-up is 0.0596 hartree above it.